1.
This record from the OMol25 dataset describes a molecular structure, C3H10N2 at a distorted geometry. The level of theory is ωB97M-V/def2-TZVPD.

Properties
Maximum force: 4.57 eV Å⁻¹
ΔE to the lowest compared entry with this formula, charge and spin: 113.6 kcal per mole

Structure (ORCA input):
```
! wB97M-V def2-TZVPD RIJCOSX def2/J DEFGRID3
* xyz 0 1
N 0.84997 1.29019 0.28485
C -0.21730 0.42978 -0.12653
C -1.32629 0.63086 0.98080
C 0.23631 -1.02931 -0.11182
N 1.29824 -1.43716 -1.33032
H 0.90754 2.11803 -0.30242
H 1.78675 0.88826 0.26076
H -0.66504 0.64569 -1.11887
H -1.72082 1.68269 1.22489
H -0.92787 0.25213 1.94085
H -2.10054 -0.15478 0.80772
H 0.97134 -1.15242 0.68592
H -0.60072 -1.64208 0.28528
H 0.07347 -1.49158 -1.22058
H 1.43499 -1.03030 -2.26053
*
```

---

2.
This record from the OMol25 dataset describes 8 unconnected molecules or ions with the total composition C33H69F5N9O18P3 at a distorted geometry. The level of theory is ωB97M-V/def2-TZVPD.

Properties
Maximum force: 7.59 eV Å⁻¹
ΔE to the lowest compared entry with this formula, charge and spin: 0.0 kcal per mole
SMILES: CN(C)P(=O)(N(C)C)N(C)C.CN(C)P(=O)(N(C)C)N(C)C.CN(C)P(=O)(N(C)C)N(C)C.O=C1OC[C@@H](F)O1.O=C1OC[C@@H](F)O1.O=C1OC[C@@H](F)O1.O=C1OC[C@@H](F)O1.O=C1OC[C@@H](F)O1

Structure (ORCA input):
```
! wB97M-V def2-TZVPD RIJCOSX def2/J DEFGRID3
* xyz 0 1
C 0.09950 0.26497 -2.30136
C -0.16197 -0.24467 -0.86775
O -0.67620 -1.46160 -1.15387
C -0.33515 -1.89773 -2.39900
O -0.70562 -3.03967 -2.84325
O 0.38502 -0.90876 -2.98195
F -1.22271 0.36652 -0.31064
H 0.93746 0.95737 -2.38195
H -0.78510 0.74146 -2.72390
H 0.78760 -0.19337 -0.33502
C -0.08391 -2.44113 7.15093
C -0.38587 -3.08963 5.83566
O -1.63348 -3.69524 5.96063
C -2.13983 -3.46402 7.16328
O -3.29550 -3.66440 7.63628
O -1.18499 -3.05141 7.92508
F 0.57165 -4.05315 5.72557
H -0.24220 -1.36522 7.07695
H 0.87521 -2.77050 7.55055
H -0.38561 -2.37871 5.00940
C -1.36443 6.58388 -6.48670
C -1.93977 7.60094 -5.53746
O -2.69212 6.76381 -4.67463
C -2.96217 5.60478 -5.27549
O -3.57325 4.59834 -4.82702
O -2.19195 5.40404 -6.32026
F -2.82932 8.35206 -6.17703
H -0.30928 6.44784 -6.24954
H -1.54215 6.98733 -7.48356
H -1.29855 8.28707 -4.98414
C -4.10212 -7.47686 0.13629
C -4.34762 -6.41582 1.21198
O -4.26792 -7.10494 2.43434
C -4.40621 -8.36016 2.25878
O -4.74975 -9.21352 3.13465
O -4.40565 -8.65155 0.91693
F -5.51775 -5.90266 0.95479
H -3.04034 -7.62811 -0.05831
H -4.59414 -7.30223 -0.82053
H -3.57683 -5.64571 1.24182
C 2.44456 5.35029 1.69380
C 1.38350 5.95755 2.60144
O 1.64903 5.14405 3.67781
C 2.06173 3.99866 3.42515
O 2.08753 3.11395 4.28601
O 2.34059 4.06138 2.10047
F 0.17668 5.73407 2.06559
H 3.41431 5.84138 1.77469
H 2.09245 5.46899 0.66909
H 1.43727 6.95839 3.02984
O 6.12489 7.81250 -2.28260
P 7.48921 7.59616 -2.74216
N 8.61612 8.87685 -2.17074
C 8.88831 8.75178 -0.70063
C 8.46721 10.26274 -2.68964
N 7.76719 7.83961 -4.35974
C 9.01413 7.42833 -4.99917
C 6.71323 8.49886 -5.15834
N 8.20421 6.01835 -2.42756
C 7.35819 4.84775 -2.48741
C 9.57564 5.91326 -2.04553
H 9.24071 7.76145 -0.41226
H 8.04781 9.16156 -0.14050
H 9.66977 9.44186 -0.38248
H 9.13680 10.23261 -3.54920
H 8.92469 11.01816 -2.05075
H 7.43566 10.48082 -2.96610
H 8.89231 6.34771 -5.07346
H 8.88871 7.79485 -6.01802
H 9.90933 7.76471 -4.47615
H 6.59599 8.19466 -6.19844
H 5.71386 8.26116 -4.79385
H 6.88584 9.56827 -5.27948
H 7.75245 4.15253 -1.74625
H 6.33744 5.11305 -2.21207
H 7.44177 4.29687 -3.42423
H 9.85621 4.92783 -2.41741
H 9.58624 5.87323 -0.95632
H 10.27919 6.62757 -2.47322
O -8.70269 3.04938 1.47752
P -8.48534 3.45795 2.93714
N -7.65191 2.23285 3.86855
C -6.55025 1.22595 3.38916
C -7.86761 2.08263 5.30960
N -9.91962 3.85403 3.83654
C -10.39957 5.17150 4.19633
C -10.92325 2.81240 3.90568
N -7.49468 4.93239 3.10770
C -6.80591 5.34815 1.87491
C -6.94974 5.54877 4.33272
H -5.61294 1.71079 3.66208
H -6.56774 0.93843 2.33791
H -6.57197 0.34241 4.02711
H -8.18850 1.09433 5.63883
H -8.50603 2.86505 5.71989
H -6.97882 2.09470 5.94046
H -11.04078 5.16167 5.07771
H -9.63338 5.93476 4.33239
H -10.97659 5.47710 3.32354
H -10.67439 1.87662 3.40520
H -11.15181 2.56479 4.94229
H -11.86981 3.21822 3.54868
H -6.94321 4.54825 1.14732
H -7.17381 6.29736 1.48535
H -5.74589 5.44614 2.10914
H -7.63885 5.38972 5.16215
H -6.97792 6.63109 4.20670
H -5.91294 5.39110 4.62984
O 0.05782 -10.35238 -2.56305
P 1.24806 -11.03677 -1.96989
N 2.07659 -11.92806 -3.18682
C 1.93684 -13.42599 -3.25654
C 2.62879 -11.41682 -4.47422
N 0.94750 -12.21451 -0.77928
C 1.92892 -13.19535 -0.21791
C -0.40826 -12.70643 -0.55299
N 2.49053 -10.02412 -1.41197
C 2.15137 -8.70368 -0.80651
C 3.79522 -10.51443 -0.85644
H 1.08865 -13.72376 -2.64009
H 2.75646 -13.94497 -2.75955
H 1.75465 -13.89321 -4.22431
H 3.65881 -11.07164 -4.38458
H 2.16911 -10.47804 -4.78323
H 2.47454 -12.12320 -5.28990
H 1.57888 -13.30617 0.80839
H 1.80053 -14.19506 -0.63286
H 2.97765 -12.91789 -0.32416
H -1.19341 -12.10144 -1.00644
H -0.54356 -13.76450 -0.77727
H -0.63824 -12.47700 0.48748
H 2.34734 -8.81725 0.25969
H 2.82092 -7.99040 -1.28718
H 1.10515 -8.45471 -0.98408
H 4.06923 -11.47359 -1.29578
H 3.67322 -10.72353 0.20634
H 4.55488 -9.75709 -1.04997
*
```

---

3.
This record from the OMol25 dataset describes C2H8N4 in the gas phase at a distorted geometry. The level of theory is ωB97M-V/def2-TZVPD.

Properties
Maximum force: 6.04 eV Å⁻¹
ΔE to the lowest compared entry with this formula, charge and spin: 72.2 kcal per mole
SMILES: [H]/N=C(/N)N(C)N

Structure (ORCA input):
```
! wB97M-V def2-TZVPD RIJCOSX def2/J DEFGRID3
* xyz 0 1
C -1.16893 1.11123 0.26830
C 0.94724 0.02284 0.07666
H -1.89821 1.42903 -0.71252
H -1.69701 0.95446 1.27261
H -0.40983 2.03844 0.63007
H -2.10437 -1.15437 -0.30318
H -0.80785 -1.80229 -1.13083
H 0.99881 -1.99130 0.53172
H 2.61772 -1.02301 0.36997
H 1.53549 1.94493 -0.72745
N -0.37304 0.00195 -0.06086
N -1.06311 -1.36191 -0.18047
N 1.59463 -1.14989 0.28895
N 1.82848 0.97987 -0.32297
*
```